[1]
Density functional theory data (ωB97M-V/def2-TZVPD) for one molecule with the formula C24H28N2O5.

```
59
Properties=species:S:1:pos:R:3:lowdin_charge:R:1
C 1.159 3.660 4.540 -0.09
O 0.696 2.401 4.117 -0.08
C -0.103 2.337 3.019 -0.30
C -0.530 3.431 2.275 -0.02
C -1.336 3.244 1.165 -0.01
C -1.731 1.973 0.773 -0.24
N -2.583 1.800 -0.337 -0.04
C -3.767 2.633 -0.413 -0.02
C -2.419 0.820 -1.272 -0.41
O -3.278 0.561 -2.092 0.08
C -1.086 0.149 -1.279 -0.09
C 0.039 0.885 -1.450 0.00
N 1.275 0.338 -1.583 0.01
C 2.434 1.184 -1.782 -0.12
C 3.224 1.411 -0.485 -0.40
C 2.381 2.153 0.547 -0.06
C 4.503 2.182 -0.797 -0.07
C 1.496 -1.033 -1.533 -0.37
O 2.628 -1.479 -1.650 0.06
C 0.305 -1.848 -1.347 -0.06
C 0.453 -3.236 -1.286 0.06
C -0.624 -4.080 -1.115 -0.17
O -0.502 -5.442 -1.038 -0.11
C 0.779 -6.008 -1.178 -0.07
C -1.922 -3.513 -1.004 -0.17
O -3.090 -4.178 -0.820 -0.05
C -3.171 -5.584 -0.900 -0.07
C -2.062 -2.136 -1.061 0.08
C -0.973 -1.281 -1.234 -0.11
C -1.320 0.878 1.534 0.00
C -0.513 1.058 2.634 0.01
H 1.759 4.148 3.765 0.09
H 0.333 4.318 4.828 0.10
H 1.784 3.468 5.410 0.09
H -0.244 4.435 2.546 0.10
H -1.654 4.105 0.598 0.11
H -4.198 2.762 0.579 0.10
H -4.480 2.131 -1.066 0.09
H -3.534 3.613 -0.838 0.09
H -0.002 1.963 -1.516 0.15
H 2.107 2.140 -2.197 0.13
H 3.084 0.679 -2.503 0.13
H 3.491 0.427 -0.087 0.14
H 1.471 1.603 0.776 0.06
H 2.105 3.140 0.179 0.09
H 2.941 2.277 1.471 0.08
H 5.081 2.336 0.110 0.08
H 4.267 3.155 -1.224 0.08
H 5.117 1.632 -1.506 0.08
H 1.458 -3.615 -1.377 0.11
H 1.221 -5.768 -2.150 0.10
H 0.629 -7.084 -1.104 0.10
H 1.453 -5.679 -0.382 0.10
H -2.624 -6.069 -0.089 0.09
H -4.234 -5.809 -0.807 0.09
H -2.804 -5.956 -1.858 0.10
H -3.060 -1.735 -0.990 0.13
H -1.644 -0.115 1.262 0.12
H -0.188 0.217 3.225 0.12
```

Properties
* HOMO-LUMO gap: 8.3 eV
* structure (SMILES): COc1ccc(N(C)C(=O)c2cn(CC(C)C)c(=O)c3cc(OC)c(OC)cc23)cc1
* lowest unoccupied orbital energy: 0.65 eV
* calculated total energy: -1417.06549 a.u.
* energy above the lowest of the compared OMol25 structures with the same formula, charge and spin: 2.4398 eV



[2]
Density functional theory data (ωB97M-V/def2-TZVPD) for one molecule with the formula C24H28N2O5S at a distorted geometry.

```
60
Properties=species:S:1:pos:R:3:lowdin_charge:R:1
C 3.243 -0.984 2.005 -0.07
H 3.418 -0.036 1.488 0.07
O 2.049 -1.598 1.588 -0.12
C 0.855 -0.996 1.914 -0.20
C 0.774 0.301 2.406 -0.01
C -0.438 0.893 2.701 -0.03
C -1.623 0.198 2.519 -0.23
C -1.545 -1.106 2.058 0.02
C -0.336 -1.718 1.743 -0.20
O -0.474 -2.992 1.257 -0.08
C 0.642 -3.844 1.137 -0.07
H 1.339 -3.500 0.370 0.09
H 0.231 -4.813 0.850 0.09
H 1.175 -3.946 2.085 0.10
H -2.437 -1.704 1.937 0.13
C -2.956 0.838 2.801 -0.12
H -3.018 1.113 3.857 0.12
H -3.758 0.128 2.588 0.11
C -3.173 2.113 1.969 -0.16
N -3.140 1.863 0.549 0.07
C -2.073 2.170 -0.207 -0.55
O -1.072 2.716 0.205 0.05
C -2.241 1.860 -1.690 -0.22
H -2.755 2.699 -2.163 0.10
H -1.255 1.745 -2.135 0.08
S -3.237 0.382 -2.160 0.96
O -4.533 0.545 -1.469 -0.55
C -2.377 -0.909 -1.129 -0.23
C -0.931 -1.016 -1.373 -0.28
C -0.186 -2.047 -1.881 -0.24
O 1.116 -1.666 -1.841 0.13
C 1.112 -0.422 -1.312 -0.27
N -0.084 -0.004 -1.026 0.21
C 2.324 0.328 -1.096 -0.15
C 2.234 1.590 -0.503 -0.01
C 3.383 2.315 -0.267 -0.03
C 4.636 1.812 -0.612 -0.28
C 4.712 0.556 -1.202 -0.04
C 3.571 -0.184 -1.445 -0.02
H 3.638 -1.161 -1.900 0.12
H 5.677 0.153 -1.475 0.11
C 5.870 2.623 -0.358 -0.05
H 5.921 3.453 -1.062 0.08
H 5.855 3.041 0.646 0.08
H 6.766 2.019 -0.476 0.07
H 3.313 3.290 0.194 0.12
H 1.261 1.970 -0.230 0.10
C -0.546 -3.392 -2.393 0.01
H -1.050 -3.964 -1.615 0.08
H -1.213 -3.313 -3.250 0.09
H 0.357 -3.918 -2.693 0.09
H -2.888 -1.843 -1.352 0.10
H -2.561 -0.617 -0.096 0.07
H -3.935 1.402 0.113 0.10
H -2.380 2.833 2.180 0.11
H -4.139 2.556 2.227 0.12
H -0.448 1.907 3.066 0.12
H 1.675 0.875 2.542 0.11
H 4.035 -1.684 1.741 0.10
H 3.249 -0.819 3.087 0.10
```

Properties
* HOMO-LUMO gap: 8.5 eV
* lowest unoccupied orbital energy: 0.64 eV
* calculated total energy: -1815.23985 a.u.
* energy above the lowest of the compared OMol25 structures with the same formula, charge and spin: 1.8605 eV



[3]
Density functional theory data (ωB97M-V/def2-TZVPD) for one molecule with the formula C24H28N4O5S at a distorted geometry.

```
62
Properties=species:S:1:pos:R:3:lowdin_charge:R:1
C 2.464 6.338 -1.194 -0.08
O 2.397 5.689 0.055 -0.07
C 2.168 4.355 0.087 -0.27
C 2.021 3.542 -1.034 -0.01
C 1.791 2.187 -0.883 -0.03
C 1.693 1.617 0.382 -0.16
C 1.353 0.185 0.583 -0.46
O 0.677 -0.200 1.520 0.08
N 1.852 -0.657 -0.365 0.12
C 1.549 -2.033 -0.449 -0.14
C 0.301 -2.536 -0.458 0.07
C -0.951 -1.839 -0.452 -0.12
C -1.223 -0.516 -0.695 -0.02
N -2.567 -0.263 -0.609 -0.08
S -3.171 1.323 -0.539 0.66
O -2.293 2.116 -1.331 -0.25
O -4.556 1.263 -0.860 -0.25
N -3.022 1.784 1.036 -0.32
C -3.836 1.039 1.965 -0.09
C -1.675 2.069 1.477 -0.09
C -3.207 -1.445 -0.286 -0.19
C -4.557 -1.706 -0.103 -0.02
C -4.915 -3.005 0.199 -0.08
C -3.959 -4.015 0.313 -0.09
C -2.618 -3.759 0.120 -0.02
C -2.229 -2.459 -0.188 -0.11
C 2.701 -2.978 -0.493 -0.44
O 2.591 -4.123 -0.891 0.07
N 3.879 -2.446 -0.080 0.08
C 5.092 -3.231 0.040 -0.42
C 5.384 -3.541 1.506 -0.05
C 6.250 -2.480 -0.613 -0.06
C 1.824 2.439 1.502 -0.02
C 2.070 3.783 1.360 0.01
H 1.529 6.230 -1.752 0.10
H 2.630 7.390 -0.969 0.09
H 3.297 5.962 -1.797 0.10
H 2.072 3.954 -2.029 0.11
H 1.650 1.586 -1.770 0.12
H 2.516 -0.295 -1.034 0.15
H 0.240 -3.616 -0.464 0.12
H -0.589 0.298 -0.982 0.12
H -3.968 1.628 2.872 0.10
H -4.803 0.878 1.496 0.08
H -3.386 0.074 2.225 0.10
H -1.119 1.162 1.733 0.08
H -1.721 2.721 2.349 0.10
H -1.171 2.591 0.668 0.08
H -5.288 -0.922 -0.214 0.10
H -5.957 -3.246 0.346 0.10
H -4.282 -5.018 0.550 0.10
H -1.886 -4.547 0.200 0.11
H 3.866 -1.561 0.404 0.14
H 4.896 -4.162 -0.501 0.14
H 4.543 -4.066 1.952 0.08
H 5.559 -2.622 2.063 0.08
H 6.268 -4.169 1.588 0.08
H 7.153 -3.083 -0.575 0.08
H 6.023 -2.263 -1.653 0.08
H 6.438 -1.543 -0.092 0.08
H 1.727 1.996 2.481 0.12
H 2.182 4.426 2.219 0.12
```

Properties
* HOMO-LUMO gap: 8.2 eV
* structure (SMILES): COc1ccc(C(=O)N/C(=C\c2cn(S(=O)(=O)N(C)C)c3ccccc23)C(=O)NC(C)C)cc1
* lowest unoccupied orbital energy: 0.25 eV
* calculated total energy: -1924.78494 a.u.
* energy above the lowest of the compared OMol25 structures with the same formula, charge and spin: 2.1906 eV



[4]
Density functional theory data (ωB97M-V/def2-TZVPD) for a 7-piece molecular cluster, C24H28N6O3 overall at a distorted geometry.

```
61
Properties=species:S:1:pos:R:3:lowdin_charge:R:1
O -1.083 -1.706 -1.385 -0.07
C 0.157 -1.757 -0.834 -0.19
C 1.398 -2.613 -1.513 0.00
C 2.458 -3.170 -0.615 -0.01
C 2.449 -2.955 1.038 -0.21
O 3.019 -3.909 1.777 -0.06
C 1.693 -1.607 1.585 0.00
C 2.053 -0.839 2.988 -0.09
C 3.226 -1.353 4.011 -0.16
C 2.890 -2.771 4.785 -0.25
O 3.277 -2.681 6.205 -0.15
C 1.216 0.536 3.352 0.00
C 0.033 1.187 2.368 -0.03
C -0.348 0.398 0.956 0.01
C 0.501 -0.980 0.601 -0.02
H 1.464 -2.803 -2.680 0.13
H 3.357 -3.788 -1.066 0.13
H 3.296 -0.530 4.873 0.12
H 4.312 -1.383 3.535 0.13
H 1.800 -3.175 4.600 0.14
H 3.615 -3.588 4.302 0.12
H 4.206 -2.255 6.176 0.11
H 1.483 1.127 4.350 0.10
H -0.532 2.200 2.642 0.06
H -1.181 0.853 0.235 0.09
C -3.465 -3.528 -2.565 -0.08
C -4.869 -3.429 -3.139 -0.21
N -6.034 -3.346 -3.615 0.08
H -3.406 -4.368 -1.867 0.08
H -2.743 -3.685 -3.371 0.08
H -3.213 -2.606 -2.035 0.05
C 1.192 -6.854 0.341 -0.07
C 1.166 -6.317 -1.081 -0.21
N 1.144 -5.871 -2.261 0.09
H 2.174 -7.282 0.559 0.08
H 0.990 -6.045 1.048 0.07
H 0.430 -7.629 0.460 0.08
C -3.270 4.366 3.528 -0.07
C -2.775 3.594 2.316 -0.18
N -2.365 2.953 1.311 0.11
H -3.408 5.419 3.268 0.08
H -4.224 3.955 3.869 0.08
H -2.541 4.293 4.340 0.08
C -0.243 5.016 -1.704 -0.09
C -0.041 5.564 -0.301 -0.22
N 0.126 6.019 0.863 0.06
H 0.389 5.560 -2.411 0.00
H 0.023 3.955 -1.731 0.07
H -1.289 5.128 -2.001 0.08
C 3.730 7.147 -2.052 -0.07
C 2.326 7.246 -2.626 -0.17
N 1.161 7.329 -3.101 0.10
H 3.788 6.307 -1.354 0.08
H 4.452 6.990 -2.858 0.08
H 3.982 8.069 -1.522 0.08
C -5.105 -0.345 -5.377 -0.08
C -3.824 0.457 -5.536 -0.21
N -2.761 1.122 -5.668 0.07
H -5.841 0.235 -4.814 0.08
H -5.519 -0.586 -6.361 0.08
H -4.898 -1.275 -4.841 0.03
```

Properties
* HOMO-LUMO gap: 7.1 eV
* structure (SMILES): O=C1C=CC(=O)c2c(CCO)cccc21.CC#N.CC#N.CC#N.CC#N.CC#N.CC#N
* lowest unoccupied orbital energy: -1.86 eV
* calculated total energy: -1484.88876 a.u.
* energy above the lowest of the compared OMol25 structures with the same formula, charge and spin: 21.6319 eV